# 1
DFT (wB97M-V/def2-TZVPD) results for a molecular structure, C52H47F9IrN4O2P2 in a non-equilibrium geometry.

Each line ends with the Mulliken spin population.
Atoms and positions in Å:
C (-2.313719, -0.799191, 1.095615)  -0.0177
C (0.109692, -4.183958, -0.113120)  0.1766
C (-3.959970, 1.041196, 0.702609)  0.0108
C (3.134099, 3.029216, 1.828344)  -0.0059
C (0.530408, -2.841159, 0.495070)  -0.0422
H (0.731510, -3.843620, -2.207016)  -0.0117
H (2.546213, -1.235081, 6.511126)  -0.0002
H (-4.246742, 1.905422, -2.934899)  0.0002
C (-2.868335, 2.359102, -4.583240)  0.0056
C (0.450510, -1.400594, 7.100868)  0.0152
H (0.469645, 3.861431, -3.388755)  -0.0001
C (-1.573485, 2.172542, -5.103512)  -0.0034
H (0.546443, -5.544726, -1.745867)  -0.0053
H (-0.470668, 3.152388, -2.074187)  0.0076
N (-0.890603, -0.964879, 1.277498)  0.0654
C (-0.441917, -2.297465, 1.468554)  0.2964
H (4.930103, 4.138257, -2.336802)  0.0002
C (-2.651756, 0.582625, 0.841658)  0.0750
C (0.887506, -4.564372, -1.385287)  0.0912
C (-0.546538, 3.577713, 0.424239)  -0.0101
H (-1.655999, -1.227009, 3.598886)  -0.0008
F (-3.390562, 3.816743, -6.435246)  0.0001
C (4.449890, -2.351001, -5.525398)  0.0001
C (-1.376491, -4.130915, -0.522479)  0.1551
H (5.127055, 3.516835, 0.089467)  0.0007
H (0.627286, -2.094429, 7.936336)  0.0005
C (-4.161011, 2.414071, 0.446906)  -0.0059
C (-2.273306, 1.097455, -2.620672)  0.0092
H (1.873538, -1.670756, -0.876121)  -0.0102
H (0.388116, -6.175693, 2.819561)  0.0016
H (0.376727, 1.353420, -4.772025)  0.0019
H (-4.790880, 0.329808, 0.783861)  -0.0002
H (2.811427, 0.004576, 0.620853)  0.0045
H (-2.151346, 3.029744, 3.134835)  -0.0022
C (0.110921, -5.283927, 2.222817)  -0.1199
C (1.509471, -0.926120, 6.310405)  -0.0063
C (-1.108346, -0.052440, 5.781340)  0.0203
F (-4.401434, 4.180800, -4.457114)  0.0003
H (-2.746108, 1.377825, 3.469409)  -0.0014
F (4.185592, -3.732962, -5.560038)  0.0000
H (0.777956, -6.232989, 0.432122)  -0.0021
C (1.269093, -0.035440, 5.252141)  0.0334
C (1.555957, -0.304022, -3.118257)  0.0170
P (-0.279368, 1.521187, 3.589982)  0.1985
C (-1.768482, 2.790115, 0.480983)  0.0388
C (-0.630978, 1.464963, -4.358831)  0.0094
H (2.690740, 0.499572, 2.183684)  -0.0050
C (0.278550, 3.917408, -2.304139)  -0.0018
H (-2.188498, 2.438124, 4.815846)  0.0014
C (0.817213, -1.876298, -0.605043)  0.4531
F (-1.611375, -6.532612, -0.215840)  0.0026
C (1.153097, -1.195786, -4.137922)  0.0271
H (0.081253, -1.416385, -4.275412)  -0.0059
C (-1.851701, -2.295168, 3.570070)  -0.0163
C (2.764895, 4.006513, -2.333611)  -0.0107
H (-3.035040, -3.223921, -1.450022)  0.0116
H (2.184207, -1.001890, 1.762419)  -0.0059
H (3.267946, 0.681062, -2.191782)  0.0029
O (-0.503194, 4.806018, 0.361846)  0.0515
C (4.129511, 3.563398, -0.396786)  -0.0154
H (-1.691605, -1.333195, 7.434273)  -0.0004
C (-0.854314, -0.963141, 6.824054)  -0.0086
H (-0.156279, 4.916582, -2.085112)  0.0006
H (4.948381, -0.512470, -3.526004)  -0.0002
F (5.762009, -2.207021, -5.059122)  0.0000
N (-1.589487, 1.448982, 0.708052)  -0.0190
C (-0.167594, -1.330696, -1.405557)  -0.1070
H (-1.665377, -2.694762, 4.585901)  -0.0056
C (-3.883862, 3.175386, -5.290516)  0.0018
H (0.113747, 3.397601, 5.131156)  0.0064
C (-0.889533, -2.966599, 2.606930)  -0.1259
C (1.603194, 3.674986, -1.629569)  0.0259
H (2.289921, 2.489988, 2.270354)  0.0085
H (1.769267, -2.592920, -5.683505)  0.0003
F (-2.873905, -5.182756, 1.074117)  0.0174
C (-3.227865, 1.787430, -3.341269)  -0.0005
C (-0.942703, 0.935064, -3.086280)  0.0303
N (0.584686, 2.712324, 0.401265)  0.0726
C (2.994248, 3.219909, 0.342946)  0.0166
F (-4.985994, 2.410296, -5.707900)  0.0004
O (-3.170446, -1.684244, 1.122615)  0.0662
H (-2.916386, -2.459229, 3.325545)  -0.0023
C (-1.957070, -3.091016, -1.212852)  -0.0393
C (3.880628, -0.691536, -3.716036)  -0.0032
C (-0.536682, -4.267187, 2.971065)  0.4835
H (-1.294275, 2.590908, -6.079825)  0.0005
H (1.673001, 2.834120, 4.421991)  -0.0013
C (2.094736, -1.860785, -4.921730)  0.0018
C (0.602555, 3.025991, 4.208696)  0.0117
H (1.495150, -3.054305, 1.014064)  -0.0329
H (0.512716, 3.823444, 3.455861)  -0.0012
C (-0.043977, 0.390812, 4.963153)  0.0200
P (0.342467, 0.336589, -1.991353)  0.1645
C (-1.433444, -1.873299, -1.668484)  0.3438
C (4.028550, 3.926789, -1.737805)  0.0191
C (1.738652, 3.194963, -0.290403)  -0.0043
H (3.192970, 3.981451, 2.397867)  0.0002
H (-2.142740, 0.259827, 5.571031)  0.0025
H (-5.176976, 2.797967, 0.332738)  -0.0007
C (-2.273434, -5.295536, -0.195411)  -0.0042
F (-3.314564, -5.413884, -1.119869)  0.0029
C (3.466284, -1.608915, -4.706993)  0.0036
H (1.983056, -4.626007, -1.196181)  -0.0136
H (-3.214487, 4.346334, 0.135543)  -0.0007
Ir (0.195317, 0.800413, 1.054217)  1.1250
C (-2.001141, 2.133179, 3.772226)  0.0143
H (2.111182, 0.348875, 4.656838)  0.0056
C (-3.074022, 3.286656, 0.342325)  0.0128
N (2.186587, -0.018216, 1.439404)  0.0086
H (-0.832278, -4.550522, 3.986117)  0.0132
H (2.674803, 4.345444, -3.382969)  0.0006
F (4.460803, -1.912934, -6.863157)  0.0000
C (2.929488, -0.050586, -2.941858)  0.0200
H (4.060587, 2.459146, 2.058880)  -0.0004
C (0.397783, -5.299515, 0.886054)  0.3956
H (-2.573579, 0.607481, -1.684699)  0.0226
H (-2.087461, -1.312381, -2.350748)  -0.0269

Forces on the atoms, in the same order (eV/Å):
1.646 -2.389 0.549
-0.897 -1.511 0.007
0.150 0.636 -0.154
0.388 -0.411 0.712
1.599 -0.058 -0.465
0.011 -0.248 0.361
-0.611 0.117 -0.033
0.621 -0.054 -0.373
0.743 -0.488 0.539
-0.180 0.291 -0.313
-0.305 0.092 0.354
-0.623 0.104 0.186
0.115 0.237 0.183
0.090 0.252 0.058
-1.626 0.583 -0.452
-0.942 0.373 1.639
-0.559 -0.037 0.459
0.164 2.648 -0.585
0.623 0.248 -0.583
2.372 0.963 -0.298
-0.197 0.048 0.025
-0.834 -1.169 2.084
2.141 -1.360 -1.700
-0.060 0.734 -0.282
-0.810 0.152 -0.335
-0.032 0.389 -0.541
0.149 -0.465 0.066
0.443 -0.494 0.260
-0.693 0.159 0.446
-0.265 0.496 -0.595
-0.375 0.032 0.214
0.460 0.314 0.004
-0.399 0.084 0.311
0.197 -0.524 0.322
0.569 -0.352 -0.124
0.139 0.157 -0.129
0.466 -0.368 -0.047
0.802 -1.632 -1.365
0.297 0.253 0.177
0.421 2.468 0.025
-0.076 0.670 0.486
-0.380 -0.295 0.249
1.464 -0.499 -1.450
0.031 0.962 0.158
-2.294 -1.912 0.413
0.029 -0.139 0.377
-0.413 -0.309 -0.656
0.028 0.081 -0.617
0.111 -0.184 -0.392
0.566 -0.147 -0.272
-1.204 1.987 -0.044
0.143 -0.227 0.124
0.639 0.139 0.052
0.243 -0.291 0.457
0.153 0.051 -0.114
0.927 -0.004 0.124
-0.243 0.596 -0.276
-0.276 -0.331 -0.277
-0.324 -1.819 0.163
0.552 -0.162 -0.119
0.453 0.246 -0.328
-0.002 0.207 -0.038
0.409 -0.613 0.044
-0.587 -0.123 -0.269
-2.217 -0.273 -0.767
-2.633 1.048 -0.067
-0.854 -0.070 -0.473
-0.147 0.259 -0.490
-1.901 1.497 -1.564
0.243 -0.371 -0.382
-0.452 0.548 -0.568
0.319 0.066 0.619
0.114 0.150 -0.222
0.296 0.544 0.508
1.041 -0.275 -2.220
-0.006 0.418 -0.561
-1.208 0.633 -1.130
-0.340 0.295 0.177
-0.183 0.204 -0.121
1.840 1.305 0.746
1.134 1.281 -0.080
0.573 -0.039 -0.075
-1.062 -1.801 0.603
0.318 -0.795 -0.713
0.313 -0.590 0.237
-0.243 -0.182 0.532
-0.655 0.082 -0.163
0.173 0.122 0.031
0.080 0.247 0.092
-0.429 0.044 -0.207
0.177 -0.234 0.109
-0.017 -0.577 1.038
-0.093 -0.254 0.647
0.842 1.105 -0.193
0.033 -0.154 -0.209
0.073 0.573 -0.346
0.033 -0.384 -0.569
0.620 -0.192 0.189
0.343 -0.109 0.034
-1.340 -1.507 0.309
1.455 0.071 1.599
-0.728 0.561 0.893
-0.632 0.025 0.002
0.091 -0.226 0.107
0.139 -0.095 0.497
-0.362 0.139 -0.204
-0.346 -0.252 0.280
0.359 -0.255 -0.065
0.754 -0.187 0.476
0.118 0.008 -0.371
0.054 -0.227 0.734
-0.079 -0.839 2.303
-0.626 0.407 0.272
-0.418 0.379 -0.071
-0.199 -0.441 0.331
0.168 0.467 -0.376
0.321 -0.308 0.437

Computed properties:
E_HOMO (spin up / spin down)	-9.3 / -10.8	eV
multiplicity	5
relative energy (zero: lowest compared OMol25 entry of this formula, charge and spin)	0.000	eV
net charge	+1

=====

# 2
DFT (wB97M-V/def2-TZVPD) results for a molecular structure, C52H47N10O2P2S3V in a non-equilibrium geometry.

Each line ends with the Mulliken spin population.
Atoms and positions in Å:
C (-2.823189, -3.214638, 3.640957)  0.0002
C (2.989425, -2.609134, -2.104189)  0.0503
C (-1.487322, 2.086753, -3.601095)  -0.0011
C (-5.008242, -0.840742, 0.251896)  0.0009
P (0.746108, 1.606418, -2.108612)  0.0021
C (-2.028420, 1.906846, -1.378347)  0.0145
H (-1.439698, -6.279577, 1.283135)  -0.0001
C (4.142530, -3.438060, -2.363342)  -0.0098
H (3.493154, -4.097857, -4.307432)  0.0003
O (-1.844688, -3.716618, -2.892534)  -0.0014
C (-0.855711, 0.262641, 2.500777)  0.0253
S (-1.561864, -2.412448, -2.388440)  0.0622
C (-5.234714, -1.414982, -1.016346)  0.0005
C (1.299176, 5.371371, 2.958557)  -0.0002
C (0.691511, 4.193759, -2.953568)  0.0001
C (-5.135666, -2.491858, 3.209623)  0.0000
H (-7.287211, 0.116534, 0.451877)  0.0000
P (2.013583, 2.123867, 0.623528)  0.1350
N (4.208614, -4.277985, -3.539877)  -0.0008
H (1.664936, 5.785368, 3.967456)  0.0000
C (0.485730, 4.588118, 0.415458)  -0.0022
C (-0.019003, -0.951347, 2.373499)  0.1296
H (0.438527, -2.347279, 5.421881)  -0.0002
H (-3.581900, -0.342300, 1.633379)  -0.0004
C (-4.018777, -3.369079, 3.001411)  0.0001
C (4.391865, 1.380977, -0.464838)  0.0376
H (0.748809, 6.468190, -3.037693)  0.0001
H (3.665937, 4.610635, -0.383355)  0.0002
H (-0.863411, 2.343503, -4.554045)  -0.0025
H (-6.530782, -0.784172, 1.812175)  0.0001
C (-6.153545, -0.245965, 1.007910)  -0.0003
C (-2.925289, 2.432853, -3.937551)  0.0014
C (2.439810, 5.520692, -3.812538)  -0.0004
N (-0.256511, -2.595443, -1.388475)  0.1078
H (1.768029, -3.431475, 1.148649)  0.0014
H (0.197176, -0.469942, 4.995437)  0.0001
C (2.785355, 3.105128, -3.523960)  -0.0057
H (5.868614, 4.733098, -1.610659)  -0.0001
H (-4.484968, -2.523212, -2.643842)  -0.0002
C (5.645588, 1.439778, -1.035300)  0.0059
C (1.417638, 3.776062, 1.127142)  0.0034
H (-5.984963, -2.680840, 2.568739)  0.0000
C (4.993415, -2.860028, -0.465415)  -0.0053
H (3.446318, 2.120362, -3.535300)  0.0041
H (3.888791, -1.779698, 0.998411)  -0.0166
C (-2.700540, -2.131737, 4.418015)  0.0001
H (-0.037694, 4.035388, -0.367288)  0.0010
C (3.752712, -2.026344, -0.090338)  0.0458
C (4.183883, 3.729372, -0.604392)  -0.0014
C (-0.836637, -5.816649, 0.490642)  -0.0025
H (-1.796040, 1.870150, -0.344886)  0.0082
H (-3.089865, 2.479575, -4.886194)  0.0002
C (1.167523, -2.584024, 3.040240)  0.0124
H (-5.751783, -0.638229, 4.226759)  0.0000
C (3.198763, 4.341577, -3.949760)  -0.0012
N (1.106662, -4.571008, -1.085749)  0.0114
C (-3.875038, 2.214805, -2.969674)  -0.0005
C (0.980772, 1.255967, -0.439187)  0.0948
H (4.265667, 4.333004, -4.256212)  0.0001
H (-4.142356, -4.002800, 2.025775)  0.0002
H (0.352618, 7.328587, 2.491121)  0.0000
H (-0.353114, 6.498956, 0.239661)  0.0000
H (-2.013649, -4.199304, 0.165678)  -0.0026
H (-1.451496, 0.065055, 3.247609)  0.0007
H (4.753872, -4.980670, -3.535053)  0.0001
O (-1.541754, -1.197011, -3.269915)  0.0067
H (-4.925746, 2.337207, -3.287041)  -0.0001
C (-3.422106, 1.912383, -1.614712)  0.0037
H (-0.095042, 1.134058, 2.584817)  0.0048
H (-0.353251, 4.145252, -2.556626)  0.0003
N (2.864519, -1.966426, -0.999603)  0.0050
H (0.549859, -7.409836, 0.702155)  0.0004
N (-1.652159, -1.543141, 5.049616)  0.0005
N (5.250549, -3.520750, -1.508702)  0.0095
C (-0.066708, -3.921195, -0.919388)  0.0421
H (3.960747, 0.295624, -0.141729)  -0.0239
H (2.295281, -6.168989, -0.850772)  -0.0003
C (-1.116847, -4.559404, -0.071885)  0.0022
H (5.577204, -2.859103, 0.613500)  0.0000
C (0.130612, 5.798079, 0.907780)  0.0000
C (-0.237472, -1.591074, 4.834913)  -0.0010
H (-5.713108, 0.662388, 1.525989)  0.0000
C (3.654485, 2.531129, -0.180498)  0.0127
C (-2.626868, -1.553625, -0.043922)  0.0521
H (2.458969, -2.716311, -3.090154)  -0.0135
N (0.264400, -1.678939, 3.431240)  -0.0040
H (-1.617146, -1.482060, 0.362252)  0.0077
H (7.162610, 2.739816, -1.921736)  0.0000
H (-4.107912, 1.709463, -0.710191)  -0.0001
C (0.363123, -6.434806, 0.289707)  0.0062
C (0.553173, 6.191700, 2.200570)  0.0002
H (-6.277646, -1.406847, -1.506842)  0.0002
S (1.349299, -0.002698, -3.194475)  -0.0342
C (-5.023459, -1.500408, 4.171152)  0.0001
C (1.212329, -2.553700, 1.658211)  0.0868
N (0.484317, -1.461800, 1.280301)  -0.2035
C (-1.089075, 1.955801, -2.363599)  -0.0472
C (1.173195, 5.465630, -3.277018)  0.0008
C (6.169608, 2.637094, -1.510972)  0.0000
V (0.895043, -0.815323, -0.922621)  2.4013
C (-2.911415, -2.018430, -1.296765)  -0.0431
C (-4.194635, -1.961476, -1.751990)  0.0023
C (5.453046, 3.864096, -1.243668)  0.0001
C (-3.676871, -0.817398, 0.645180)  0.0150
H (6.220687, 0.388759, -1.230957)  0.0003
H (-1.985862, -3.761940, 3.164213)  -0.0008
N (-3.311503, -0.320942, 5.602748)  0.0000
N (-2.101083, -0.438324, 5.760263)  0.0000
S (2.440974, 0.955844, 2.239480)  -0.0042
C (1.645794, 4.077516, 2.556190)  -0.0014
H (1.438939, -3.453560, 3.753118)  0.0001
C (-3.784198, -1.306279, 4.840281)  0.0003
H (-1.230085, 0.521522, 1.546499)  -0.0031
H (2.212159, 3.345070, 3.073129)  -0.0001
C (1.490050, 3.015004, -2.920263)  0.0150
C (1.312249, -5.729742, -0.517360)  0.0018
H (2.859708, 6.468160, -4.051817)  -0.0001

Forces on the atoms, in the same order (eV/Å):
0.873 -2.226 -3.322
3.664 -3.901 -4.667
-3.726 3.377 -6.493
-0.439 -0.666 -2.431
-0.338 -0.664 0.801
-3.255 -0.285 1.148
-0.518 0.339 -0.696
0.776 -0.744 -0.751
1.649 -0.740 1.764
-0.597 -0.900 -1.491
5.525 1.649 -3.668
0.716 2.017 0.408
-1.299 -0.109 -0.623
1.408 -0.585 3.456
-0.863 0.016 1.454
1.414 -0.835 0.973
3.891 -1.050 0.965
-0.092 -1.121 -0.478
-6.510 8.704 0.650
-0.705 -0.942 -1.430
1.174 -2.980 0.404
-1.647 1.598 -1.231
-1.861 1.297 -0.891
0.866 -0.268 -0.383
-2.084 -0.200 -2.486
-0.835 -2.826 1.064
-0.510 -1.287 -0.312
-0.897 1.333 0.206
-0.428 -1.192 2.156
-0.408 -1.525 1.299
-1.632 3.791 -0.999
4.306 -2.852 6.717
0.612 -1.227 0.118
-0.355 -0.223 -1.429
-1.221 2.325 0.041
-1.388 -2.616 0.958
-0.798 -2.485 1.379
0.461 2.015 -0.420
0.399 0.579 -0.154
1.390 -2.750 -1.290
-1.266 0.192 3.570
-0.168 0.424 0.251
-1.729 3.323 7.345
-1.341 2.397 -0.066
-1.541 0.742 -1.415
-0.171 2.294 2.989
0.430 0.842 -0.529
6.028 -3.625 0.318
1.728 0.491 -0.407
-0.358 1.151 0.679
0.832 -0.378 0.781
-1.482 0.862 -5.676
0.780 -4.550 0.307
0.491 -1.373 0.229
1.639 0.150 -0.316
-1.225 1.919 -0.394
0.034 0.029 1.225
0.282 1.250 -0.649
-0.843 0.602 -0.169
0.549 0.707 2.283
0.411 -2.727 -0.363
-0.582 -0.001 0.308
-3.329 2.149 0.457
-3.722 0.111 3.778
4.729 -6.047 -0.140
0.435 -3.138 2.080
0.443 -0.271 0.689
-0.085 0.519 -0.573
-1.214 -1.228 0.802
1.158 0.003 -0.354
-4.051 2.517 0.725
0.343 -0.124 0.087
0.947 0.105 0.278
-1.888 -1.012 -2.654
-2.204 -0.794 1.949
1.059 3.053 -0.794
-0.991 0.120 0.856
5.399 -2.047 -1.571
-0.163 -0.472 -3.243
0.053 1.390 0.805
4.163 2.876 -0.263
-0.860 -0.545 -0.625
-0.093 -1.237 -0.257
-1.395 2.906 1.586
-1.167 1.278 1.936
-0.688 -0.780 2.260
-0.273 -0.324 -0.256
0.063 -0.342 -0.262
0.994 0.552 -1.836
2.064 0.813 -1.538
-1.125 3.773 -2.063
1.672 -0.083 1.050
-0.214 0.462 -0.156
-0.610 1.856 -0.214
1.504 -1.835 2.003
0.754 -0.508 -1.851
3.011 -1.076 1.196
0.670 0.257 -0.082
-0.902 2.149 1.267
0.439 -0.663 1.372
1.226 0.277 0.505
-2.122 -0.875 -0.830
-1.142 -4.934 0.563
0.091 -1.273 1.013
-1.335 2.756 0.511
-0.215 0.349 0.897
-2.470 1.407 1.074
2.897 -0.217 -0.153
0.360 0.824 -0.308
-0.049 1.214 -4.369
-0.261 1.714 -1.395
-0.912 -2.586 -3.034
-1.198 -0.089 -0.865
0.409 -0.214 0.837
-0.043 2.473 -1.420
0.175 -2.300 0.164
0.449 0.551 -0.253

Computed properties:
E_HOMO (spin up / spin down)	-3.9 / -4.4	eV
multiplicity	4
relative energy (zero: lowest compared OMol25 entry of this formula, charge and spin)	12.373	eV
net charge	-1